# 1
# C43H28BrCl2IN4OPPt

A structure of composition C43H28BrCl2IN4OPPt at a distorted geometry (the ωB97M-V functional and the def2-TZVPD basis, the Open Molecules 2025 dataset).

Results
Highest occupied orbital energy = -0.1653 Ha
Electronic energy = -6202.24531 hartree
ΔE to the lowest compared entry with this formula, charge and spin = 685.8 kJ/mol
Frontier orbital gap = 6.31 eV

```
! RIJCOSX wB97M-V def2-TZVPD def2/J DEFGRID3
* xyz -1 1
Pt -0.30 0.44 -0.35
Br -4.00 -5.96 6.71
C -4.06 -4.07 6.51
C -3.65 -3.27 7.56
C -3.70 -1.89 7.41
C -4.13 -1.33 6.22
C -4.56 -2.15 5.18
C -4.52 -3.53 5.33
N -4.30 0.09 6.15
N -3.79 0.79 5.25
C -2.84 0.32 4.32
C -1.86 -0.64 4.55
C -0.90 -0.97 3.61
C -0.87 -0.36 2.34
O -0.02 -0.65 1.44
C -1.87 0.67 2.10
N -1.82 1.28 0.89
C -2.65 2.24 0.60
C -3.62 2.68 1.53
C -3.71 2.07 2.75
C -2.82 1.03 3.08
H -3.30 -3.71 8.48
H -3.41 -1.24 8.23
H -4.91 -1.71 4.26
H -4.85 -4.17 4.52
H -1.82 -1.13 5.51
H -0.13 -1.70 3.83
H -2.56 2.70 -0.38
H -4.29 3.49 1.25
H -4.45 2.38 3.48
I 2.40 1.91 0.67
C 3.99 0.70 0.03
C 5.20 1.33 0.11
C 6.40 0.61 0.02
C 6.35 -0.75 -0.07
C 5.11 -1.42 -0.19
C 5.12 -2.84 -0.26
C 3.95 -3.51 -0.41
C 2.76 -2.80 -0.63
C 2.67 -1.43 -0.61
P 1.29 -0.66 -1.60
C -0.86 1.40 -2.05
C -1.72 0.66 -2.98
C -1.52 0.40 -4.27
C -0.39 0.78 -5.12
C 0.79 1.25 -5.33
C -0.57 2.65 -2.25
C 0.29 -2.14 -2.07
C -0.51 -2.84 -1.15
C -1.31 -3.89 -1.58
C -1.35 -4.24 -2.92
C -0.57 -3.55 -3.84
C 0.24 -2.51 -3.41
C 3.88 -0.70 -0.25
H 5.24 2.40 0.27
H 7.35 1.13 0.07
H 7.25 -1.35 -0.07
H 6.07 -3.35 -0.17
H 3.94 -4.60 -0.43
H 1.88 -3.38 -0.88
H -2.60 0.21 -2.53
H -2.27 -0.21 -4.78
H -0.49 0.56 -6.22
H 3.87 2.48 -3.32
H 4.29 2.95 -2.89
H -0.49 -2.55 -0.11
H -1.92 -4.42 -0.86
H -1.98 -5.06 -3.25
H -0.59 -3.82 -4.88
H 0.85 -1.96 -4.12
Cl -0.95 6.67 -3.02
C 0.43 5.77 -3.59
C 1.31 6.40 -4.45
C 2.41 5.72 -4.93
C 2.66 4.42 -4.52
C 1.76 3.81 -3.66
Cl 2.11 2.21 -3.09
C 0.60 4.44 -3.19
N -0.42 3.87 -2.41
H 1.11 7.43 -4.74
H 3.10 6.22 -5.60
H 3.54 3.89 -4.84
*
```

=====

# 2
# C43H29BrCl2F4MnN4O2P

A structure of composition C43H29BrCl2F4MnN4O2P (the ωB97M-V functional and the def2-TZVPD basis, the Open Molecules 2025 dataset).

Results
Highest occupied orbital energy (spin up / spin down) = -0.2354 / -0.2522 Ha
Electronic energy = -7411.70128 hartree
ΔE to the lowest compared entry with this formula, charge and spin = 45.3 kJ/mol
Frontier orbital gap (spin up / spin down) = 5.78 / 6.24 eV

```
! RIJCOSX wB97M-V def2-TZVPD def2/J DEFGRID3
* xyz 0 5
Mn 0.81 -0.71 -1.27
F -0.03 1.12 7.81
C -0.06 1.22 6.48
C -0.39 2.42 5.88
F -0.70 3.47 6.64
C -0.41 2.52 4.50
F -0.81 3.70 4.02
C -0.09 1.46 3.66
P 0.11 1.47 1.79
C 0.13 3.26 1.44
C 1.24 3.98 1.88
C 1.37 5.33 1.60
C 0.39 5.98 0.85
C -0.71 5.27 0.39
C -0.83 3.91 0.67
C -1.63 0.98 1.42
C -2.71 1.64 2.01
C -4.01 1.24 1.76
C -4.26 0.16 0.91
C -3.20 -0.51 0.34
C -1.90 -0.10 0.60
C 0.21 0.25 4.31
Br 0.58 -1.34 3.34
C 0.22 0.13 5.69
F 0.52 -1.03 6.29
H 2.01 3.48 2.46
H 2.23 5.88 1.96
H 0.49 7.03 0.63
H -1.46 5.76 -0.20
H -1.68 3.36 0.29
H -2.53 2.49 2.66
H -4.84 1.76 2.23
H -5.27 -0.15 0.71
H -3.38 -1.35 -0.32
H -1.09 -0.67 0.15
C 4.16 0.29 1.18
C 3.01 0.47 0.23
O 2.31 -0.54 0.00
C 2.77 1.73 -0.41
C 3.81 2.69 -0.50
C 3.62 3.87 -1.16
C 2.38 4.12 -1.78
C 1.36 3.21 -1.73
C 1.51 1.99 -1.02
O 0.48 1.21 -0.85
H 4.02 -0.63 1.74
H 4.24 1.14 1.86
H 5.09 0.22 0.61
H 4.77 2.47 -0.06
H 4.43 4.59 -1.23
H 2.23 5.05 -2.32
H 0.41 3.39 -2.21
C 2.71 -4.51 -2.19
C 2.29 -3.19 -2.17
N 1.27 -2.80 -1.40
C 0.61 -3.70 -0.69
C 0.93 -5.05 -0.68
C 2.03 -5.44 -1.42
C 0.20 -6.05 0.13
C -1.07 -6.07 0.54
C -2.20 -5.19 0.16
C -3.37 -5.19 0.89
C -4.39 -4.37 0.45
N -4.30 -3.63 -0.65
C -3.14 -3.72 -1.30
N -2.08 -4.45 -0.95
H 3.56 -4.79 -2.81
H 2.77 -2.43 -2.77
H -0.21 -3.33 -0.09
H 2.35 -6.48 -1.41
H 0.81 -6.90 0.43
H -1.35 -6.89 1.20
H -3.48 -5.81 1.78
H -5.33 -4.30 1.00
H -3.04 -3.15 -2.22
Cl -3.02 -1.10 -3.92
C -1.53 -0.54 -4.64
C -1.53 -0.17 -5.97
C -0.37 0.29 -6.58
C 0.80 0.38 -5.83
C 0.77 0.01 -4.51
Cl 2.23 0.13 -3.53
C -0.38 -0.48 -3.82
N -0.37 -0.85 -2.54
H -2.45 -0.23 -6.53
H -0.37 0.59 -7.62
H 1.72 0.75 -6.27
*
```

=====

# 3
# C43H31Br2ClF2LuN5O2S

A structure of composition C43H31Br2ClF2LuN5O2S at a distorted geometry (the ωB97M-V functional and the def2-TZVPD basis, the Open Molecules 2025 dataset).

Results
Highest occupied orbital energy = -0.2500 Ha
Electronic energy = -9523.24930 hartree
ΔE to the lowest compared entry with this formula, charge and spin = 63.9 kJ/mol
Frontier orbital gap = 6.72 eV

```
! RIJCOSX wB97M-V def2-TZVPD def2/J DEFGRID3
* xyz 0 1
Lu 0.56 0.67 0.87
Br 0.34 5.06 3.75
C -1.12 3.84 3.66
C -2.27 4.08 4.40
C -3.33 3.22 4.32
Br -4.91 3.59 5.33
C -3.28 2.07 3.51
C -4.34 1.15 3.36
C -4.16 0.06 2.55
C -2.93 -0.11 1.90
N -1.93 0.73 1.99
C -2.09 1.82 2.78
C -0.98 2.74 2.81
O 0.04 2.52 2.07
H -2.31 4.96 5.02
H -5.27 1.32 3.87
H -4.95 -0.66 2.40
H -2.78 -0.98 1.28
F 2.33 -2.23 -3.88
C 2.68 -1.33 -2.93
C 1.71 -0.82 -2.09
C 1.97 0.16 -1.12
C 3.31 0.64 -1.10
C 4.29 0.02 -1.87
F 5.61 0.31 -1.74
C 4.01 -0.96 -2.80
C 3.59 1.84 -0.28
C 4.79 2.55 -0.33
C 5.00 3.61 0.53
C 3.98 4.01 1.37
C 2.78 3.32 1.29
N 2.59 2.26 0.51
H 0.72 -1.21 -2.21
H 4.79 -1.43 -3.37
H 5.57 2.28 -1.02
H 5.96 4.12 0.54
H 4.09 4.82 2.07
H 1.93 3.63 1.88
Cl 2.28 1.06 3.29
C 3.19 -0.18 2.49
C 4.52 0.01 2.19
C 5.19 -0.95 1.45
C 4.52 -2.10 1.06
C 3.20 -2.29 1.38
C 2.45 -1.30 2.06
C 1.01 -1.38 2.25
H 5.02 0.91 2.51
H 6.23 -0.80 1.18
H 5.05 -2.87 0.51
H 2.69 -3.20 1.09
H 0.71 -1.07 3.27
H 0.64 -2.39 2.09
N -1.53 2.11 -4.47
C -1.32 2.59 -3.22
C -0.72 1.80 -2.21
N -0.58 2.24 -0.97
C -1.01 3.48 -0.72
C -1.59 4.26 -1.71
N -1.76 3.82 -2.95
H -1.00 1.31 -4.77
H -1.82 2.77 -5.17
H -0.33 0.82 -2.45
H -0.86 3.86 0.28
H -1.93 5.27 -1.52
O -0.94 -0.98 -0.23
S -1.67 -1.34 -1.47
C -3.25 -2.08 -0.95
C -4.41 -1.61 -1.55
C -5.63 -2.17 -1.21
C -5.68 -3.18 -0.27
C -4.52 -3.63 0.34
C -3.30 -3.08 0.00
C -0.98 -2.93 -2.04
C -0.14 -3.67 -1.24
C 0.35 -4.88 -1.71
C 0.00 -5.32 -2.97
C -0.82 -4.55 -3.79
C -1.31 -3.35 -3.32
H -4.34 -0.81 -2.28
H -6.53 -1.81 -1.68
H -6.63 -3.64 -0.03
H -4.57 -4.42 1.08
H -2.39 -3.42 0.47
H 0.14 -3.27 -0.27
H 1.00 -5.47 -1.08
H 0.37 -6.27 -3.33
H -1.07 -4.88 -4.78
H -1.95 -2.73 -3.94
*
```